Entry 1:
{"formula": "C40H23ClIN10O7V", "method": "ωB97M-V/def2-TZVPD", "species": ["V", "C", "C", "N", "C", "C", "N", "C", "C", "C", "C", "C", "N", "C", "C", "N", "C", "C", "N", "C", "C", "C", "N", "C", "C", "H", "H", "H", "H", "H", "H", "H", "H", "H", "H", "H", "H", "O", "C", "O", "C", "C", "N", "N", "C", "C", "O", "O", "H", "H", "H", "Cl", "C", "C", "C", "I", "C", "O", "C", "N", "C", "C", "C", "C", "H", "H", "H", "H", "O", "C", "N", "C", "O", "C", "C", "C", "C", "C", "C", "H", "H", "H", "H"], "coordinates": [[0.05403, -0.85931, -0.92768], [4.25540, 0.38206, -1.69116], [3.02598, -0.22652, -1.83444], [2.17538, -0.30957, -0.81392], [2.53497, 0.23859, 0.36028], [3.78188, 0.86254, 0.47117], [4.63765, 0.93226, -0.53058], [1.55873, 0.07009, 1.42772], [1.71755, 0.46068, 2.73408], [0.77265, 0.08958, 3.70337], [-0.23620, -0.83018, 3.29146], [-0.34741, -1.17297, 1.97809], [0.43775, -0.60411, 1.01492], [-1.16737, -2.27422, 1.45187], [-2.23723, -2.89197, 2.09549], [-2.89669, -3.90260, 1.55233], [-2.50024, -4.30465, 0.34306], [-1.45821, -3.68359, -0.32347], [-0.79834, -2.68134, 0.23599], [0.86899, 0.52934, 5.08979], [-0.24604, 0.52653, 5.93798], [-0.11413, 0.94062, 7.25025], [1.02834, 1.35792, 7.79590], [2.09075, 1.36602, 6.98850], [2.06791, 0.97199, 5.66481], [4.94914, 0.44270, -2.51888], [2.69119, -0.63004, -2.78310], [4.08662, 1.31997, 1.40484], [2.57162, 1.06533, 3.00589], [-0.85717, -1.32459, 4.02608], [-2.57867, -2.54594, 3.06410], [-3.04334, -5.12459, -0.10930], [-1.16430, -3.96816, -1.32644], [-1.21821, 0.23102, 5.56634], [-0.97960, 0.94394, 7.90557], [3.02059, 1.70242, 7.43634], [2.98659, 0.98710, 5.09426], [3.07824, -5.03846, -4.45231], [3.66955, -5.30957, -3.30753], [4.56854, -6.11597, -3.21324], [3.19907, -4.56789, -2.10382], [3.74735, -4.76988, -0.86211], [3.10121, -3.94598, -0.01805], [2.16144, -3.21445, -0.61926], [2.19839, -3.57744, -1.89014], [1.25401, -2.93963, -2.87083], [1.27597, -3.33732, -4.04428], [0.46196, -2.04512, -2.44087], [2.36684, -4.32043, -4.33555], [4.53660, -5.43446, -0.55444], [3.25110, -3.82961, 0.96711], [-5.75726, 3.14142, -2.89634], [-4.62869, 1.93080, -2.33445], [-4.27056, 0.91439, -3.17173], [-3.34982, -0.05964, -2.74935], [-2.76606, -1.58316, -4.04736], [-2.77200, -0.03317, -1.49141], [-1.89110, -0.89066, -1.08254], [-3.20071, 1.00723, -0.59621], [-2.68533, 0.96730, 0.65368], [-2.99947, 1.91999, 1.48928], [-3.86498, 2.98241, 1.15959], [-4.42271, 3.01940, -0.08730], [-4.10723, 2.00768, -1.01948], [-4.68459, 0.86602, -4.16934], [-2.54185, 1.86819, 2.47305], [-4.08191, 3.75025, 1.89075], [-5.10140, 3.81127, -0.37521], [0.03610, 2.38201, 0.41970], [-0.09017, 2.28836, -0.78315], [0.02797, 1.14000, -1.55053], [0.09716, 1.49538, -2.88829], [0.37236, 0.75477, -3.80895], [-0.20337, 2.96356, -3.00050], [-0.34708, 3.78529, -4.09675], [-0.64524, 5.12540, -3.85694], [-0.77768, 5.60967, -2.55691], [-0.61390, 4.76779, -1.45859], [-0.33281, 3.44376, -1.71400], [-0.24077, 3.39684, -5.10154], [-0.77862, 5.80197, -4.69182], [-1.01170, 6.65546, -2.40100], [-0.70742, 5.12985, -0.44256]], "forces_ev_per_a": [[-0.4, -0.1, 0.3], [0.1, 0.0, 0.1], [-0.1, 0.0, -0.1], [0.2, 0.2, 0.0], [-0.2, -0.1, 0.0], [0.1, 0.1, 0.0], [-0.1, 0.0, 0.0], [0.0, 0.0, 0.0], [0.0, -0.1, 0.0], [0.0, 0.0, 0.1], [0.0, 0.0, 0.0], [0.0, 0.0, 0.0], [0.1, 0.0, 0.1], [0.1, 0.0, 0.0], [0.0, 0.0, 0.1], [0.0, 0.0, 0.0], [0.0, 0.0, 0.1], [-0.1, -0.1, 0.0], [0.0, 0.0, -0.2], [0.0, 0.0, -0.1], [0.0, 0.0, 0.0], [0.0, 0.0, 0.0], [0.0, 0.0, 0.0], [0.0, 0.0, 0.0], [0.0, 0.0, 0.0], [0.0, 0.0, 0.0], [0.0, 0.0, 0.0], [0.0, 0.0, 0.0], [0.0, 0.0, 0.0], [0.0, 0.0, 0.0], [0.0, 0.0, 0.0], [0.0, 0.0, 0.0], [0.0, 0.0, 0.0], [0.0, 0.0, 0.0], [0.0, 0.0, 0.0], [0.0, 0.0, 0.0], [0.0, 0.0, 0.0], [0.2, -0.1, 0.0], [0.0, 0.0, -0.2], [0.0, -0.1, 0.1], [-0.1, 0.0, -0.1], [0.1, 0.0, 0.0], [0.0, 0.0, -0.1], [-0.1, 0.0, 0.1], [0.0, 0.1, 0.0], [-0.1, 0.0, 0.0], [-0.1, 0.2, 0.1], [0.3, -0.1, 0.0], [-0.1, -0.2, 0.0], [0.0, 0.0, 0.0], [0.0, 0.0, 0.1], [0.0, 0.0, 0.0], [0.0, -0.1, -0.1], [0.0, 0.1, 0.1], [0.2, -0.1, 0.0], [-0.1, 0.1, 0.0], [-0.1, 0.2, -0.1], [0.1, -0.2, -0.3], [-0.1, 0.1, 0.0], [0.1, 0.0, 0.1], [0.0, 0.0, -0.1], [0.0, 0.0, 0.0], [0.0, 0.0, 0.1], [0.0, 0.0, 0.0], [0.0, 0.0, 0.0], [0.0, 0.0, 0.0], [0.0, 0.0, 0.0], [0.0, 0.0, 0.0], [-0.1, 0.0, 0.0], [0.0, -0.1, -0.1], [0.2, 0.2, -0.1], [-0.2, -0.1, 0.0], [0.0, 0.0, 0.0], [0.0, 0.0, 0.1], [0.0, 0.0, -0.1], [0.0, 0.0, 0.0], [0.0, 0.0, 0.0], [0.0, 0.1, 0.0], [0.0, 0.0, 0.0], [0.0, 0.0, 0.0], [0.0, 0.0, 0.0], [0.0, 0.0, 0.0], [0.0, 0.0, 0.0]], "lowdin_charge": [1.019, -0.109, -0.080, 0.044, -0.175, -0.065, 0.079, -0.214, 0.041, -0.153, 0.033, -0.203, 0.009, -0.180, -0.063, 0.084, -0.108, -0.083, 0.061, -0.178, -0.028, -0.164, 0.034, -0.165, -0.027, 0.104, 0.120, 0.111, 0.105, 0.107, 0.114, 0.104, 0.118, 0.102, 0.098, 0.098, 0.099, 0.112, -0.519, 0.072, -0.054, -0.013, 0.018, 0.114, -0.139, -0.528, 0.064, -0.134, 0.044, 0.133, 0.156, 0.651, -0.611, -0.177, -0.625, 0.957, -0.417, -0.225, -0.149, 0.150, -0.136, -0.054, -0.037, -0.176, 0.089, 0.106, 0.098, 0.084, 0.082, -0.416, 0.060, -0.425, 0.073, -0.085, -0.003, -0.079, -0.080, -0.007, -0.089, 0.118, 0.097, 0.097, 0.116], "spin_multiplicity": 4, "e_lumo_ev": [1.742, 1.288], "de_lowest_kj_mol": 83.6, "charge": -1, "homo_ev": [-3.46, -5.41], "fmax_ev_per_a": 0.53}


Entry 2:
{"formula": "C4H13NO", "method": "ωB97M-V/def2-TZVPD", "species": ["C", "N", "C", "C", "C", "H", "H", "H", "H", "H", "H", "H", "H", "H", "H", "H", "H", "H", "O"], "coordinates": [[0.82928, 0.39362, -0.13411], [-0.61165, 0.01970, -0.45502], [-1.50842, 0.38744, 0.62035], [-2.99424, 0.14371, 0.23792], [1.46399, 1.53948, -0.93941], [1.45192, -0.50878, -0.09807], [0.66573, 0.79914, 0.86516], [-0.98267, -0.90737, -0.70202], [-1.53637, 1.45118, 0.88843], [-1.26915, -0.09192, 1.57713], [-3.06966, 0.24780, -0.83690], [-3.65714, 0.87496, 0.68141], [-3.30867, -0.88151, 0.48503], [1.82719, 1.17964, -1.91159], [0.77710, 2.39197, -1.14497], [2.31517, 1.99616, -0.40608], [2.91205, -3.19036, 1.14486], [3.12435, -2.82267, -0.34895], [3.57119, -3.02218, 0.47681]], "forces_ev_per_a": [[-0.6, 0.5, 0.1], [0.6, -0.3, 3.0], [-2.7, 1.6, -0.3], [0.7, -1.2, -0.2], [-0.2, 0.5, -1.1], [-0.3, 0.1, -0.3], [0.4, -0.2, 0.1], [1.0, 0.1, -1.3], [1.1, 0.1, -0.4], [0.5, -0.5, -0.3], [-0.2, 0.1, -0.3], [0.0, 0.0, 0.3], [-0.1, 0.4, 0.0], [-0.1, 0.1, 0.3], [0.2, -0.8, 0.3], [-0.4, -0.6, 0.0], [-0.4, -0.2, 0.2], [-0.1, -0.2, 0.0], [0.5, 0.3, -0.2]], "lowdin_charge": [-0.144, 0.190, -0.223, -0.050, -0.051, 0.131, 0.115, 0.180, 0.146, 0.160, 0.080, 0.089, 0.092, 0.086, 0.097, 0.100, 0.024, 0.021, -0.043], "spin_multiplicity": 2, "e_lumo_ev": [-3.328, -8.243], "de_lowest_kj_mol": 111.6, "charge": 1, "homo_ev": [-14.44, -14.44], "fmax_ev_per_a": 3.20}


Entry 3:
{"formula": "C29H34Br2CeN8O", "method": "ωB97M-V/def2-TZVPD", "species": ["Ce", "C", "C", "N", "C", "C", "C", "C", "C", "C", "C", "N", "C", "C", "N", "N", "H", "H", "H", "H", "H", "H", "H", "H", "H", "H", "H", "H", "H", "H", "H", "H", "H", "H", "Br", "C", "C", "C", "N", "C", "C", "C", "C", "C", "Br", "C", "C", "N", "H", "H", "H", "H", "H", "H", "C", "C", "O", "N", "C", "C", "C", "C", "C", "C", "N", "H", "H", "H", "H", "H", "H", "H", "H", "H", "H"], "coordinates": [[0.11437, 0.15311, -0.04795], [1.45688, 3.01594, 0.08092], [3.21542, 1.17576, -0.00641], [2.85034, -0.11721, -0.58710], [3.41903, -1.27790, 0.12683], [2.91776, -1.34581, 1.54861], [3.73548, -1.82637, 2.55868], [3.24380, -1.87316, 3.85372], [1.95487, -1.42557, 4.09703], [1.19013, -0.97512, 3.03518], [-0.21850, -0.48072, 3.25342], [-0.48284, 0.72900, 2.45306], [0.27277, 1.90686, 2.92735], [-0.04533, 3.12750, 2.08308], [0.10453, 2.90372, 0.62389], [1.66152, -0.93217, 1.77659], [0.56876, 3.94362, -1.57984], [2.03840, 3.83294, 0.52228], [3.89888, 1.05202, 0.83419], [3.67520, 1.82953, -0.74029], [3.14582, -0.16267, -1.55628], [4.51167, -1.25695, 0.12651], [3.12749, -2.17881, -0.42037], [4.74504, -2.14227, 2.33382], [3.86460, -2.22988, 4.66457], [1.54564, -1.42115, 5.09788], [-0.38021, -0.30689, 4.32104], [-0.93185, -1.25184, 2.94453], [-1.47854, 0.93060, 2.51665], [1.33447, 1.66529, 2.88366], [0.03431, 2.12630, 3.97296], [0.56730, 3.96961, 2.41729], [-1.08609, 3.41700, 2.24277], [-0.48742, 3.57639, 0.14970], [-6.92895, -0.84075, -0.95127], [-5.14403, -0.55158, -0.52519], [-4.61127, 0.73318, -0.53232], [-3.27202, 0.87938, -0.23506], [-2.46431, -0.13979, 0.08337], [-2.98995, -1.37772, 0.11710], [-4.31652, -1.62162, -0.19849], [-2.07383, -2.49455, 0.48305], [-2.57464, -3.64842, 1.06139], [-1.70295, -4.69804, 1.33951], [-2.33156, -6.26461, 2.11345], [-0.35510, -4.54777, 1.02843], [0.05929, -3.34394, 0.49724], [-0.76151, -2.31843, 0.23111], [-5.21912, 1.59382, -0.77128], [-2.82749, 1.87050, -0.24402], [-4.70873, -2.62782, -0.21116], [-3.62224, -3.73723, 1.30852], [0.35429, -5.34218, 1.20957], [1.10840, -3.19489, 0.27299], [2.55509, 3.63639, -2.21079], [1.32588, 3.16440, -1.44371], [2.01257, 1.75642, 0.50890], [0.76394, 1.89522, -1.96738], [-0.43358, 2.07199, -2.81214], [-0.88595, 0.74062, -3.35440], [-1.43897, 0.63530, -4.61876], [-1.85543, -0.60862, -5.06917], [-1.69257, -1.70914, -4.24333], [-1.12582, -1.51981, -2.99641], [-0.72948, -0.32075, -2.54434], [3.03825, 4.47391, -1.70863], [2.25918, 3.97816, -3.20248], [3.30015, 2.85340, -2.35586], [1.46982, 1.44883, -2.54927], [-0.25199, 2.76698, -3.63679], [-1.22185, 2.52060, -2.19675], [-1.53688, 1.51152, -5.24523], [-2.28858, -0.71626, -6.05461], [-1.98824, -2.69996, -4.55676], [-0.97699, -2.35747, -2.32704]], "forces_ev_per_a": [[0.2, 0.1, 0.0], [0.1, -0.1, 0.0], [0.0, 0.1, 0.0], [0.0, 0.0, 0.0], [0.1, 0.0, 0.0], [0.0, 0.0, 0.0], [0.0, 0.0, 0.0], [0.0, 0.0, 0.0], [-0.1, -0.1, -0.1], [0.0, 0.1, 0.1], [0.0, 0.0, 0.0], [0.0, 0.0, -0.2], [0.0, -0.1, 0.1], [0.0, 0.1, 0.0], [-0.1, -0.1, 0.0], [0.0, 0.0, 0.0], [0.0, 0.0, 0.0], [0.0, 0.0, 0.0], [0.0, 0.0, 0.0], [0.0, 0.0, 0.0], [0.0, 0.0, 0.0], [0.0, 0.0, 0.0], [0.0, 0.0, 0.0], [0.0, 0.0, 0.0], [0.0, 0.0, 0.0], [0.0, 0.0, 0.0], [0.0, 0.0, 0.0], [0.0, 0.0, 0.0], [0.0, 0.0, 0.0], [0.0, 0.0, 0.0], [0.0, 0.1, 0.0], [0.0, 0.0, 0.0], [0.0, 0.0, 0.0], [0.0, 0.0, 0.0], [0.0, 0.0, 0.0], [0.1, 0.0, 0.0], [0.0, 0.0, 0.0], [-0.1, -0.1, 0.0], [0.0, 0.0, 0.0], [-0.1, 0.0, 0.0], [0.0, 0.1, 0.0], [-0.1, 0.1, 0.0], [0.1, -0.1, 0.0], [0.1, 0.1, 0.0], [0.0, 0.0, 0.0], [0.0, 0.0, 0.0], [0.0, -0.1, 0.0], [-0.1, 0.0, 0.1], [0.0, 0.0, 0.0], [0.0, 0.0, 0.0], [0.0, 0.0, 0.0], [0.0, 0.0, 0.0], [0.0, 0.0, 0.0], [0.0, 0.0, 0.0], [0.0, 0.0, 0.0], [0.0, 0.0, 0.0], [-0.1, 0.0, 0.0], [-0.1, 0.0, 0.0], [0.0, 0.1, -0.1], [0.0, 0.0, 0.0], [0.0, 0.0, 0.0], [0.0, 0.0, 0.0], [0.0, 0.0, 0.1], [0.0, 0.0, -0.1], [0.0, 0.0, 0.0], [0.0, 0.0, 0.0], [0.0, 0.0, 0.0], [0.0, 0.0, 0.0], [0.0, 0.0, 0.0], [0.0, 0.0, 0.0], [0.0, 0.0, 0.0], [0.0, 0.0, 0.0], [0.0, 0.0, 0.0], [0.0, 0.0, 0.0], [0.0, 0.0, 0.0]], "lowdin_charge": [1.349, -0.278, -0.142, -0.061, -0.114, -0.252, 0.029, 0.018, 0.031, -0.240, -0.114, -0.129, -0.164, -0.130, -0.029, 0.063, 0.155, 0.181, 0.158, 0.130, 0.138, 0.143, 0.135, 0.136, 0.136, 0.136, 0.142, 0.133, 0.132, 0.125, 0.147, 0.143, 0.138, 0.133, 0.917, -0.658, -0.056, -0.103, -0.012, -0.198, -0.023, -0.209, -0.027, -0.659, 0.919, -0.053, -0.098, -0.004, 0.124, 0.117, 0.122, 0.122, 0.125, 0.112, -0.002, -0.299, -0.207, -0.082, -0.116, -0.253, 0.022, 0.003, -0.008, -0.098, 0.005, 0.108, 0.102, 0.079, 0.131, 0.144, 0.130, 0.134, 0.134, 0.127, 0.108], "spin_multiplicity": 2, "e_lumo_ev": [-8.213, -8.200], "de_lowest_kj_mol": 127.2, "charge": 3, "homo_ev": [-17.01, -17.02], "fmax_ev_per_a": 0.24}


Across the entries above, molecular weight takes the values 969.0; 91.2; 810.6 g mol⁻¹, respectively.